Entry from the OMol25 dataset: a cluster of 3 separate species, C8H22IN2O2 in total in a non-equilibrium geometry (ωB97M-V with the def2-TZVPD basis set).

Computed properties:
Net charge ... -2
Expectation value of S² ... 0.75
Spin multiplicity ... 2
Calculated total energy ... -23826.19758 eV
Max |F| ... 2.54 eV Å⁻¹

Atoms and positions in Å:
I1 -0.95667 -2.09963 -1.44747
C1 -0.54391 1.63029 -3.04831
C2 0.52839 1.27086 -4.05707
C3 1.93983 1.45489 -3.33242
O1 2.87219 0.71919 -4.07878
C4 4.16666 1.34254 -4.08447
N1 0.31068 -0.12743 -4.41481
H1 -1.53006 1.25874 -3.32678
H2 -0.61951 2.71534 -2.97732
H3 -0.36799 1.25777 -2.03917
H4 0.38783 1.91242 -4.92699
H5 1.92677 1.04868 -2.32102
H6 2.14924 2.51989 -3.23226
H7 4.94851 0.76251 -4.57477
H8 4.42214 1.41465 -3.02729
H9 4.17461 2.35532 -4.48735
H10 -0.07945 -0.60057 -3.61229
H11 -0.53555 -0.04994 -4.96068
C5 -3.09102 -1.22846 2.80444
C6 -1.79272 -0.48094 3.04058
C7 -0.66035 -1.17752 3.83508
O2 -1.28568 -1.58387 5.04692
C8 -0.40939 -1.72472 6.16507
N2 -1.37471 -0.13211 1.68164
H12 -2.85646 -2.04817 2.12537
H13 -3.81296 -0.62612 2.25300
H14 -3.57872 -1.53406 3.73012
H15 -1.92348 0.46045 3.57426
H16 0.20084 -0.52458 3.97692
H17 -0.30876 -2.09398 3.36119
H18 -1.09486 -1.77263 7.01120
H19 0.38043 -0.98627 6.30286
H20 0.09863 -2.68886 6.18565
H21 -0.47047 0.31516 1.73081
H22 -1.21404 -0.95883 1.12414

Atomic partial charges in e from the Mulliken method, atoms 1 to 5: number 1, I, carries -0.843; number 2, C, carries -1.499; number 3, C, carries 0.616; number 4, C, carries -0.888; number 5, O, carries -0.276

Entry from the OMol25 dataset: an isolated molecule of C4H6N2S3 in a non-equilibrium geometry (ωB97M-V with the def2-TZVPD basis set).

Computed properties:
Net charge ... 0
Spin multiplicity ... 1
Calculated total energy ... -39726.38613 eV
Max |F| ... 4.14 eV Å⁻¹

Atoms and positions in Å:
C1 -0.05982 0.10581 -0.72286
C2 -0.59907 -1.69504 0.59749
C3 -1.97303 -1.19692 -1.39847
C4 2.55953 0.60115 0.94974
N1 -0.81930 -0.89060 -0.54581
N2 1.92879 -0.62029 0.65436
S1 0.32490 1.39013 -1.51617
S2 -1.84283 -2.72537 1.17662
S3 0.78118 -1.35242 1.60925
H1 -2.97969 -1.13013 -0.82375
H2 -1.94327 -0.27631 -2.02260
H3 -1.89798 -2.21033 -1.64814
H4 1.93892 1.32678 0.38868
H5 2.81353 0.83859 1.94702
H6 3.57592 0.41645 0.51829

Atomic partial charges in e from the Mulliken method, atoms 1 to 5: number 1, C, carries 0.419; number 2, C, carries 0.223; number 3, C, carries -0.884; number 4, C, carries -0.376; number 5, N, carries -0.079

Entry from the OMol25 dataset: a structure of composition C34H48Cl18N2O2S2 in a non-equilibrium geometry (ωB97M-V with the def2-TZVPD basis set).

Computed properties:
Net charge ... 0
Spin multiplicity ... 1
Calculated total energy ... -290165.21573 eV
Max |F| ... 8.82 eV Å⁻¹

Atoms and positions in Å:
C1 4.86843 -1.64068 -3.81485
C2 5.74059 -0.49825 -2.98285
O1 7.00709 -0.78886 -2.61100
O2 5.20272 0.85413 -2.63381
C3 4.17539 0.69262 -1.56378
C4 2.63954 0.95182 -2.12800
C5 2.39892 1.38229 -3.71977
C6 0.87164 1.59243 -4.27780
C7 -0.39992 1.36307 -3.24270
C8 -0.13023 0.97237 -1.63885
C9 1.38257 0.76006 -1.04230
S1 -1.73047 0.76252 -0.61519
C10 -2.86967 -0.14835 -1.85000
C11 -3.90856 -1.35197 -1.38832
C12 -4.83032 -2.13191 -2.51894
C13 -4.68420 -1.67437 -4.12085
C14 -3.66074 -0.42252 -4.54961
C15 -2.71802 0.38400 -3.42839
N1 -1.78895 1.52373 -3.81987
N2 -2.38060 2.69372 -3.32755
C16 -1.66384 3.80849 -3.76957
S2 -0.70774 5.23943 -3.74346
H1 3.72298 -1.61455 -3.55319
H2 5.07975 -1.49987 -4.96811
H3 5.25415 -2.71877 -3.47813
H4 4.21091 -0.46704 -1.28241
H5 4.42719 1.27471 -0.58041
H6 3.28484 1.54502 -4.48424
H7 0.72262 1.90395 -5.41288
H8 1.55553 0.48283 0.09780
H9 -3.95852 -1.62158 -0.23011
H10 -5.53451 -3.01009 -2.15709
H11 -5.32242 -2.26559 -4.91674
H12 -3.51840 -0.05868 -5.66644
Cl1 -3.59603 6.59633 0.51498
C17 -2.84672 5.14717 -0.20146
C18 -3.73902 3.92182 -0.08424
Cl2 -3.90183 3.36675 1.60094
H13 -1.87945 4.98961 0.28603
H14 -2.66342 5.37447 -1.25568
H15 -3.30701 3.09161 -0.65054
H16 -4.74259 4.11529 -0.47604
Cl3 5.70397 6.33919 -0.32788
C19 6.45328 4.89003 -1.04432
C20 5.56098 3.66467 -0.92710
Cl4 5.39817 3.10961 0.75809
H17 7.42055 4.73247 -0.55682
H18 6.63658 5.11732 -2.09854
H19 5.99299 2.83447 -1.49339
H20 4.55741 3.85814 -1.31889
Cl5 -2.40371 5.14528 4.62941
C21 -4.12310 5.58210 4.79588
C22 -4.50571 5.86831 6.23919
Cl6 -4.47600 4.39941 7.24711
H21 -4.72180 4.76878 4.37382
H22 -4.28303 6.47502 4.18451
H23 -5.52561 6.26134 6.28264
H24 -3.83712 6.60567 6.69458
Cl7 -7.47084 -4.50185 -1.42876
C23 -6.29845 -5.59787 -0.65476
C24 -6.32169 -5.48564 0.86126
Cl8 -5.68357 -3.92241 1.43008
H25 -5.30668 -5.37439 -1.06037
H26 -6.56855 -6.61398 -0.95679
H27 -5.69143 -6.26379 1.30149
H28 -7.33487 -5.60312 1.25844
Cl9 11.18657 -1.39995 -1.31954
C25 10.25219 -0.29747 -2.36181
C26 10.77458 -0.27636 -3.78943
Cl10 12.37706 0.49331 -3.90823
H29 10.27624 0.69874 -1.90897
H30 9.21738 -0.65196 -2.34949
H31 10.09769 0.30235 -4.42462
H32 10.85160 -1.28596 -4.20521
Cl11 -7.30716 6.72178 9.58455
C27 -6.13478 5.62575 10.35854
C28 -6.15802 5.73798 11.87456
Cl12 -5.51990 7.30121 12.44339
H33 -5.14301 5.84924 9.95293
H34 -6.40487 4.60965 10.05651
H35 -5.52776 4.95983 12.31480
H36 -7.17120 5.62050 12.27174
Cl13 -1.61370 -3.75195 2.01508
C29 -1.42627 -4.92079 0.68334
C30 -1.16801 -4.23625 -0.64938
Cl14 -2.59570 -3.34680 -1.23677
H37 -2.32620 -5.54291 0.64928
H38 -0.57886 -5.56214 0.94256
H39 -0.92551 -4.98355 -1.41050
H40 -0.33244 -3.53211 -0.58537
Cl15 -4.90716 -7.59269 -3.16488
C31 -3.73478 -8.68872 -2.39089
C32 -3.75802 -8.57649 -0.87487
Cl16 -3.11990 -7.01326 -0.30604
H41 -2.74301 -8.46524 -2.79650
H42 -4.00487 -9.70482 -2.69292
H43 -3.12776 -9.35464 -0.43463
H44 -4.77120 -8.69397 -0.47769
Cl17 6.81210 -1.20114 2.92694
C33 7.24380 -2.60348 1.91606
C34 7.01200 -2.33830 0.43707
Cl18 5.27986 -2.21077 0.03975
H45 6.66614 -3.46459 2.26659
H46 8.30320 -2.80851 2.09572
H47 7.41274 -3.16526 -0.15631
H48 7.50347 -1.41614 0.11126

Atomic partial charges in e from the Mulliken method, atoms 1 to 5: number 1, C, carries -0.659; number 2, C, carries 0.345; number 3, O, carries -0.545; number 4, O, carries -0.213; number 5, C, carries 0.215

Entry from the OMol25 dataset: a structure of composition C33H45BN5O4P2Ru in a non-equilibrium geometry (ωB97M-V with the def2-TZVPD basis set).

Computed properties:
Net charge ... 0
Expectation value of S² ... 0.80
Spin multiplicity ... 2
Calculated total energy ... -72430.23639 eV
Max |F| ... 3.37 eV Å⁻¹

Atoms and positions in Å:
Ru1 0.08063 0.11092 -0.31527
C1 -2.06877 -1.60900 -4.11295
C2 -1.79311 -1.53591 -2.63729
O1 -0.44043 -1.40735 -2.32841
C3 -2.72610 -1.76621 -1.69973
C4 -2.63000 -1.81598 -0.26900
C5 -3.77490 -2.41698 0.50349
N1 -1.60514 -1.35260 0.38549
N2 -1.69874 -1.47817 1.72110
C6 -0.70482 -0.93800 2.40277
O2 0.29843 -0.33817 1.90819
C7 -0.79452 -1.03006 3.87974
C8 -1.78870 -1.76423 4.52474
C9 -1.82490 -1.82821 5.90712
C10 -0.87522 -1.16101 6.66974
C11 0.11355 -0.42023 6.03547
C12 0.15255 -0.35624 4.65330
H1 -1.19938 -1.26232 -4.67127
H2 -2.92620 -0.99534 -4.38792
H3 -2.27972 -2.63722 -4.41541
H4 -3.71365 -1.94753 -2.10855
H5 -4.59308 -2.69424 -0.16100
H6 -4.13451 -1.71965 1.26183
H7 -3.43306 -3.30640 1.03589
H8 -2.52282 -2.28253 3.92294
H9 -2.60086 -2.40196 6.39894
H10 -0.90528 -1.21900 7.75039
H11 0.85510 0.10610 6.62385
H12 0.91860 0.21190 4.14237
C13 3.65171 -1.46481 -0.84791
P1 2.51532 -0.19107 -0.14652
C14 3.14671 -0.12447 1.57400
C15 3.29242 1.31666 -0.87233
C16 4.65184 1.57716 -0.69253
C17 5.25286 2.69557 -1.24282
C18 4.49604 3.57225 -2.00962
C19 3.14819 3.32259 -2.19648
C20 2.52816 2.20862 -1.62632
P2 0.72079 1.92684 -1.81514
C21 0.06977 3.63758 -1.64041
C22 0.60737 1.70197 -3.64018
H13 4.68322 -1.27388 -0.55159
H14 3.57103 -1.45528 -1.93359
H15 3.34879 -2.44851 -0.48578
H16 4.23497 -0.09454 1.60639
H17 2.78463 -1.00748 2.09910
H18 2.73164 0.75802 2.05729
H19 5.25827 0.90104 -0.10315
H20 6.30551 2.88535 -1.07445
H21 4.95938 4.44348 -2.45499
H22 2.57314 4.01888 -2.79514
H23 0.38939 4.27890 -2.46004
H24 0.41443 4.04815 -0.69252
H25 -1.01981 3.59264 -1.62088
H26 1.06024 2.53454 -4.18079
H27 -0.44399 1.60814 -3.91662
H28 1.11957 0.77484 -3.89939
C23 -3.18937 1.85522 -0.69762
N3 -3.17181 2.37169 0.65507
C24 -4.45200 2.23916 1.32968
C25 -2.00226 2.50172 1.36647
N4 -0.86625 2.05501 0.96259
N5 -2.15279 3.22162 2.56167
C26 -2.62416 4.59356 2.43316
C27 -1.10461 3.07266 3.54893
H29 -3.74321 2.54230 -1.34669
H30 -3.67590 0.88018 -0.73621
H31 -2.17763 1.73610 -1.07829
H32 -4.73574 1.18318 1.40677
H33 -5.21886 2.76221 0.75365
H34 -4.41205 2.65501 2.32928
H35 -0.10272 2.33534 1.56071
H36 -3.27761 4.69091 1.57067
H37 -1.78412 5.28994 2.30404
H38 -3.17269 4.88633 3.33121
H39 -0.83249 2.02201 3.64253
H40 -1.48598 3.41949 4.50996
H41 -0.20741 3.66369 3.31103
O3 -0.07666 -3.81664 -2.49692
B1 0.33630 -2.48905 -2.56874
O4 1.66453 -2.39407 -2.97334
C28 2.08342 -3.69147 -3.13050
C29 3.31717 -4.16058 -3.51759
C30 3.47395 -5.54393 -3.57521
C31 2.43138 -6.40357 -3.25560
C32 1.17962 -5.92024 -2.88034
C33 1.02933 -4.55353 -2.83617
H42 4.12218 -3.48152 -3.76479
H43 4.43141 -5.95522 -3.86617
H44 2.59739 -7.47232 -3.28392
H45 0.36308 -6.58274 -2.62751

Atomic partial charges in e from the Mulliken method, atoms 1 to 5: number 1, Ru, carries 1.607; number 2, C, carries -1.786; number 3, C, carries -0.183; number 4, O, carries 2.006; number 5, C, carries -0.752

Question: Which of these has the lowest calculated total energy?
Answer: C34H48Cl18N2O2S2

Question: Which of these has the lowest calculated total energy?
Answer: C34H48Cl18N2O2S2

Question: Which formula does entry 3 have?
Answer: C34H48Cl18N2O2S2